Here is a structure of composition C36H56N3OP2V at a distorted geometry from the OMol25 dataset. Energies are from wB97M-V/def2-TZVPD.

ORCA input file:
```
! wB97M-V def2-TZVPD RIJCOSX def2/J DEFGRID3
* xyz 1 4
H -1.6225 -4.9790 1.8860
H 3.9148 3.1162 2.2947
C -3.5277 -1.2295 2.4295
H 0.8976 2.7345 -3.2680
H -5.4999 -1.7847 0.1856
C 3.2674 0.8316 -1.5734
H 0.8134 -3.0320 -0.0046
H 0.4751 -2.8532 1.7257
H -3.6185 -2.2469 2.8244
H 2.6759 -0.0942 -1.6238
H -4.0925 0.2896 -0.6423
H 3.7397 -1.4011 4.0178
C -0.1604 3.2609 -0.7918
H 2.0531 -3.0702 -3.6858
C -3.5463 -1.1958 0.8854
C 3.4466 2.5546 1.4721
C 3.2396 3.3168 -2.0197
H 2.6336 4.2295 -2.1015
H 0.7136 -1.5791 -5.4790
H 2.5785 5.2892 1.5834
N -1.2230 1.1037 -1.2315
C -0.1190 -1.5567 -2.1347
H 0.8771 1.4135 6.9889
C 1.6244 -0.3158 2.8115
C 0.2061 -3.4145 0.8228
H -1.3603 -5.1831 -0.5613
C 2.3771 2.0703 -1.7744
H -1.0981 -3.2134 -5.0451
H 0.4702 -4.4717 0.9782
H 3.7583 3.1841 -2.9820
H -4.2169 -2.5704 -0.7281
C -1.8885 -1.1762 -1.5390
H -3.1015 -4.0610 1.5937
H -3.4681 0.0330 -3.5019
H -0.1700 -0.3600 -4.5471
H -4.3816 -0.6471 2.8038
N 0.6924 -1.0620 -1.3519
H 0.2287 3.6540 2.1698
H 3.7952 0.8403 -0.6106
H 0.7723 -4.2766 -3.9298
H -0.6029 3.7473 0.0960
C -2.1067 2.9646 -2.4148
C 1.4984 1.8515 -3.0130
H 1.1261 2.2351 2.7908
P -1.7819 -1.5067 0.2944
H -5.0356 0.3489 0.8564
C 1.2262 3.2402 2.3618
P 1.2722 2.2313 -0.2370
C -4.5040 -2.2442 0.2817
C 1.1298 0.5854 5.0233
H 0.1908 4.0746 -1.4494
H 0.1950 1.0012 4.6375
H 1.1592 -3.7038 -2.3022
H -1.8239 -3.3990 2.6626
C -1.6111 -4.1254 -0.7368
C 0.5611 -1.1755 -4.4712
H -2.6169 -0.7674 2.8365
H -0.9983 -3.7694 -1.5752
C 1.9614 -0.1803 4.1683
H -2.6272 -1.8236 -2.0123
C -2.0384 0.2585 -1.9113
N 1.2593 -0.4151 1.6970
C -1.3032 -3.3356 0.5375
H 4.0196 0.8061 -2.3767
C 3.1306 -0.7825 4.6794
C 0.0486 -2.2471 -3.5129
H -4.6175 -3.1297 0.9191
C 2.6875 0.2256 6.8397
C -1.2749 -2.7507 -4.0666
H -2.1195 4.0465 -2.5357
H 1.4332 5.1434 0.2389
C -2.8736 0.7397 -2.9195
H 4.3974 -1.0305 6.4014
H 4.0159 3.4538 -1.2576
H -3.3815 0.9942 0.8372
C -4.0247 0.1992 0.4472
H 2.9785 0.3995 7.8770
C -2.0207 -3.9621 1.7415
C -0.9119 1.0115 1.4513
H -1.9741 -1.9188 -4.2078
H -1.7383 -3.5018 -3.4215
C 3.4873 -0.5717 6.0108
O -1.5057 1.5598 2.3180
C 1.5091 0.7970 6.3462
H 0.8236 0.9966 -2.8769
C 2.1208 3.2429 1.1122
H 1.5144 -0.7580 -4.1280
H 1.7087 3.8771 3.1192
C 1.0620 -3.3925 -3.3494
H 4.1635 2.5341 0.6421
H 3.2783 1.5259 1.8207
H 3.1703 4.8279 -0.0137
C -2.9193 2.1125 -3.1548
H -2.6698 -4.0862 -1.0241
C 2.3363 4.7048 0.6837
H 2.1500 1.6298 -3.8725
C -1.2056 2.4183 -1.5050
H -3.5919 2.5108 -3.9096
V 0.1082 0.1349 0.1796
*
```

HOMO level (spin up / spin down) = -0.3437 / -0.3622 Eh
HOMO-LUMO gap (spin up / spin down) = 6.774 / 6.928 eV
LUMO level (spin up / spin down) = -2.58 / -2.93 eV
<S²> = 3.78


Here is the molecule C4H6OS2 at a distorted geometry from the OMol25 dataset. Energies are from wB97M-V/def2-TZVPD.

ORCA input file:
```
! wB97M-V def2-TZVPD RIJCOSX def2/J DEFGRID3
* xyz 0 1
H 1.0685 -0.9807 2.6339
C -0.3843 -0.1496 -0.6902
S 0.8714 -1.1092 0.1623
S -1.5499 0.5304 0.5118
O 1.2547 0.6043 -2.4110
C 0.2968 1.0277 -1.4668
H -0.9299 -0.7918 -1.3801
C 0.4989 -0.6547 1.7661
H 0.7542 1.7098 -0.7713
C -0.5109 0.1930 1.9053
H -0.8457 0.4557 2.8819
H -0.4896 1.5278 -2.0220
H 1.8585 0.0051 -1.9270
*
```

HOMO level = -0.2919 Eh
energy above the lowest of the compared OMol25 structures with the same formula, charge and spin = 0.9586 eV
HOMO-LUMO gap = 8.624 eV
LUMO level = 0.68 eV
SMILES string = OCC1SC=CS1


Here is the molecule C12H16O6 at a distorted geometry from the OMol25 dataset. Energies are from wB97M-V/def2-TZVPD.

ORCA input file:
```
! wB97M-V def2-TZVPD RIJCOSX def2/J DEFGRID3
* xyz 0 1
H 0.5506 2.8174 1.0394
C 2.0423 -2.7518 -0.7415
C -1.3151 3.1672 2.1089
H 1.2097 -1.8309 -4.7199
H 2.7966 -1.0271 -4.5514
C -2.6918 2.5641 2.0842
H -1.3803 4.2247 1.8246
H 1.8843 -3.0335 1.1568
O 0.2437 0.2318 0.2035
H -0.8942 2.4842 0.0859
H 0.2194 0.7128 2.2829
O 2.8485 -3.0986 -4.7458
O 0.9003 -1.5617 1.5061
H 0.1634 0.3612 -1.6895
H -3.3631 3.0616 2.7410
H -2.2509 0.3419 0.5503
C 1.9657 -2.0270 -2.8074
H -2.2406 1.0160 3.5198
C 1.2427 -1.1460 -2.0634
C -2.6267 1.0821 2.5037
C -0.3536 0.8723 1.3659
C 2.2006 -1.9169 -4.3092
C 0.8023 -1.0020 0.4326
H -1.7360 -0.7470 1.8640
O 2.4479 -3.0697 -2.0314
C -1.7535 0.3248 1.5306
H -3.0844 2.6911 1.0475
O 0.4989 -0.0713 -2.4865
C 1.3085 -1.6401 -0.7496
H -3.6253 0.6761 2.4827
C -0.4592 2.3908 1.0682
O 2.3251 -3.4648 0.3958
H -0.9048 3.0864 3.1246
H 3.0289 -3.7182 -4.0232
*
```

HOMO level = -0.2975 Eh
energy above the lowest of the compared OMol25 structures with the same formula, charge and spin = 0.0000 eV
HOMO-LUMO gap = 8.716 eV
LUMO level = 0.62 eV
SMILES string = O=C(OC1CCCCC1)c1c(O)oc(CO)c1O


Here is a structure of composition C45H36N2OP2PdS at a distorted geometry from the OMol25 dataset. Energies are from wB97M-V/def2-TZVPD.

ORCA input file:
```
! wB97M-V def2-TZVPD RIJCOSX def2/J DEFGRID3
* xyz 2 1
H 6.1835 0.1508 2.5003
H -1.5524 2.8213 1.4146
C 2.9088 1.0053 2.5718
C 5.0901 0.9865 0.8561
C 0.4709 2.3172 -1.9241
H -3.8323 -3.0940 2.6419
S -0.9099 1.3461 -1.3557
C -4.9778 -2.9089 0.8372
H -0.9930 -0.0654 2.9202
H 3.0046 5.1130 -2.6019
C 2.3282 -2.2353 0.8933
H 2.6671 -4.5176 4.0300
C 2.5665 -3.8980 3.1480
H 4.0501 -4.9265 2.0279
C 1.6498 -4.3466 -2.6689
C 2.7604 1.4803 1.2637
C -2.5872 -2.1511 -0.3680
Pd 0.0213 -0.0444 0.0558
C 3.2148 -3.2721 0.9154
H 0.2361 -6.4057 -0.3792
H -2.4174 4.5550 2.9295
C -2.1475 1.1110 -3.7736
C 0.4266 -5.5068 -0.9503
C 1.4202 -5.4941 -1.9150
N 0.5103 -1.0569 1.9557
C 0.5926 2.8122 -3.2142
C 0.8990 4.9214 3.5365
H 1.6551 4.1938 -4.4535
H -5.9078 -3.2025 1.3053
C 0.5135 3.1876 1.9227
H -0.0259 2.4498 -4.0219
C 0.7895 -2.5799 4.2653
H 4.2376 0.1802 4.0303
H 1.5792 5.5153 4.1320
C -0.4690 5.1414 3.6206
C -2.5506 0.3700 -4.8727
C 1.4699 -2.0325 2.0099
H -2.3135 2.1794 -3.7233
C -1.7851 -1.6695 -3.8283
H -5.8608 -2.6392 -1.0985
C -0.8650 3.4022 2.0139
C -2.3399 -1.0057 -4.9126
H 2.0715 1.0194 3.2602
C -2.6222 -2.4637 0.9913
H -0.7745 -1.3351 5.0418
O -1.9395 2.2700 -0.8914
C 0.8917 -3.2106 -2.4421
H -1.1295 -4.3977 0.0202
C 1.2779 2.7668 -0.8769
C -3.8113 -2.8470 1.5886
C 1.6171 -2.8445 3.1502
C 1.5358 3.8021 -3.4522
C -1.3946 -0.9423 -2.7048
H 2.7747 4.2055 -0.3231
H -2.6499 -1.5690 -5.7828
H 2.4094 -4.3459 -3.4397
H -1.7190 -2.4232 1.5839
C -4.9529 -2.5935 -0.5124
C -0.2452 -0.8447 3.0133
C -1.3517 4.3834 2.8621
C 2.2996 4.3149 -2.4107
C 4.1335 0.5336 3.0124
H -3.0272 0.8663 -5.7075
H 1.0646 -2.3248 -3.0453
C -0.1276 -1.5706 4.2089
P 1.0911 1.9659 0.7474
H -0.8512 5.9056 4.2845
C 5.2271 0.5195 2.1536
C 2.1702 3.8029 -1.1270
H -1.6935 -2.7485 -3.8389
H 2.4854 -1.8182 -1.0708
N 2.2130 -1.3426 -0.2194
H 2.0092 -6.3838 -2.0953
C 1.3985 3.9414 2.6921
C -0.1075 -3.2172 -1.4634
H 2.4667 3.7732 2.6385
C 3.8627 1.4672 0.4106
C -0.3428 -4.3716 -0.7221
C 3.3297 -4.1198 2.0423
H 5.9399 0.9882 0.1862
C -1.5170 0.4373 -2.7312
H 2.8356 -0.5498 -0.0940
C -3.7606 -2.2198 -1.1167
H 3.8603 -3.4354 0.0599
H -3.7608 -1.9730 -2.1700
P -1.0056 -1.7011 -1.1168
H 0.8946 -3.1874 5.1562
H 3.7786 1.8159 -0.6097
*
```

HOMO level = -0.4957 Eh
energy above the lowest of the compared OMol25 structures with the same formula, charge and spin = 0.0000 eV
HOMO-LUMO gap = 7.788 eV
LUMO level = -5.70 eV


Here is the molecule C7H10 from the OMol25 dataset. Energies are from wB97M-V/def2-TZVPD.

ORCA input file:
```
! wB97M-V def2-TZVPD RIJCOSX def2/J DEFGRID3
* xyz 0 1
H -1.4816 1.1655 0.7072
H -1.5784 1.2201 -1.0562
H 0.1282 -2.1148 1.1042
H 0.7366 0.1017 2.5178
C -1.7626 0.5869 -0.1786
C 0.7775 0.0023 1.4369
H 0.7933 1.2182 -1.4534
H -1.6159 -1.5725 -0.5581
C 0.1177 -1.1093 0.6916
H 2.2439 0.2357 -1.2751
H 0.6432 -1.6450 -1.4504
C 1.3772 0.8633 0.6124
H 1.8796 1.7792 0.9137
C 1.2586 0.4370 -0.8345
C -1.0018 -0.7241 -0.2598
H -2.8401 0.3979 -0.1303
C 0.4115 -0.8311 -0.7682
*
```

HOMO level = -0.3239 Eh
energy above the lowest of the compared OMol25 structures with the same formula, charge and spin = 1.1562 eV
HOMO-LUMO gap = 9.988 eV
LUMO level = 1.17 eV
SMILES string = C[C@@H]1[C@@H]2C=CC[C@H]12


Here is a structure of composition C44H43BFIrN10O5P from the OMol25 dataset. Energies are from wB97M-V/def2-TZVPD.

ORCA input file:
```
! wB97M-V def2-TZVPD RIJCOSX def2/J DEFGRID3
* xyz 2 2
C 0.7640 -0.3811 1.5585
C 4.2581 -3.7277 4.3579
O -1.1362 0.4119 -0.6928
N -2.3616 -0.1963 -6.8031
O 0.8544 -4.4362 -1.7348
N -0.9474 0.7602 -5.2755
C 1.9369 2.4333 -1.9734
H -2.4423 3.5565 4.6828
H 5.0267 -7.1307 -3.0925
C -7.4663 5.7819 1.3182
C 4.2317 -0.5919 1.2406
H 0.4114 2.8892 -5.4339
H -7.8132 2.9690 1.7992
P 3.4523 -3.1151 0.4601
C -2.9340 1.7898 2.1092
H 4.7243 -3.0697 -3.3900
H 4.9000 1.3473 1.8365
H -3.6808 1.3319 4.6010
H 5.0742 -3.5370 5.0412
N -1.1817 -2.6368 -3.1251
H -8.5889 4.4013 3.4965
C -2.5946 1.3916 4.5547
H -5.6712 5.3963 0.1556
H 4.1587 -1.9269 -4.9479
C 1.7429 3.7474 -3.9554
C -1.0497 0.5964 2.8711
C 4.1916 -4.3831 -0.5522
C 2.8073 -1.8984 -3.1412
C 4.3228 -1.5878 0.2633
H 3.1790 -3.6244 -4.5348
H 2.9977 4.2669 -2.2821
H -2.9981 1.8487 -1.2817
H -7.6239 6.5226 3.2790
C -4.0561 2.5962 2.3451
H 5.2308 -2.7767 2.7040
C 5.7537 0.7539 -0.0451
H -7.0437 4.3841 4.3656
C 5.8402 -0.2336 -1.0153
C -4.3930 2.8166 -0.0052
C -3.2830 2.0658 -0.2613
H 2.7055 -6.2304 -2.9823
C 3.1223 -4.3957 4.7945
C -6.4848 4.8311 0.6063
C -1.3516 0.7243 0.4997
H 5.1970 -2.1791 -1.6249
H -2.2349 0.6211 -7.3717
H -6.1437 5.8922 2.8876
C -6.9931 3.3424 2.4241
H 1.1901 -5.1672 4.2686
H 1.3314 -4.4153 1.9236
N 2.0775 -1.3220 -2.4570
C -0.5685 0.3342 1.6204
C 5.4861 -4.8694 -0.6041
H -6.6154 2.4997 2.9954
H -7.0265 4.3228 -0.1946
C 5.7646 -5.8671 -1.5287
H 6.4629 -0.0950 -1.8886
N -2.1887 1.2541 3.1478
H 3.0551 -4.7226 5.8237
C 2.1523 -4.2315 2.6035
C 2.0723 -4.6467 3.9217
N -7.1528 5.7652 2.7849
C 4.3471 -3.3028 3.0432
O 1.9760 -3.2606 -0.1934
H -8.5015 5.4604 1.2216
O 1.3164 -0.5577 0.4184
H -0.5017 -2.8193 -2.3998
C -1.6913 -0.3068 -5.6530
C 0.8566 2.8055 -4.4537
O 1.2671 -0.7337 2.6215
C 2.2943 3.5591 -2.6975
N -5.9350 3.9169 1.6027
Ir 0.5605 -0.4571 -1.5030
H -0.9788 2.6926 5.1515
C -2.0676 2.6668 5.1909
N 1.0812 1.5352 -2.4508
C -2.5322 1.5373 0.7910
C 3.2907 -3.5558 2.1683
H -2.8696 -0.9881 -7.1550
C 4.7754 -6.3621 -2.3748
C 3.2069 -4.8804 -1.3952
C 4.9546 0.5755 1.0801
F -5.1225 3.2640 -1.0464
H 2.0122 4.6105 -4.5489
N -0.3907 -0.4693 -3.3405
B 3.8009 -2.6882 -4.0825
C -4.8063 3.1132 1.3037
H 6.3210 1.6691 -0.1606
H -2.2169 0.5155 5.0780
H -7.3833 6.8029 0.9547
C 5.1311 -1.4140 -0.8616
H 6.2626 -4.4832 0.0434
H 2.3456 2.2273 -0.9911
H -1.6129 -3.4266 -3.5763
C -7.5073 4.4304 3.3823
C 3.4804 -5.8730 -2.3192
N -1.7982 -1.4433 -4.9732
H -0.4770 0.2359 3.7173
C 1.8974 -4.2345 -1.2039
H 6.7696 -6.2606 -1.5993
H 3.5891 -0.7284 2.1003
C -0.3258 0.6105 -4.1343
C 0.5578 1.7084 -3.6644
H -2.3683 2.7136 6.2371
C -1.1230 -1.5078 -3.8310
H -4.3350 2.8525 3.3572
*
```

HOMO level (spin up / spin down) = -0.4051 / -0.4236 Eh
energy above the lowest of the compared OMol25 structures with the same formula, charge and spin = 0.0000 eV
HOMO-LUMO gap (spin up / spin down) = 6.350 / 6.850 eV
LUMO level (spin up / spin down) = -4.67 / -4.68 eV
<S²> = 0.75


Here is a structure of composition C16H22Cl2MoO2Te at a distorted geometry from the OMol25 dataset. Energies are from wB97M-V/def2-TZVPD.

ORCA input file:
```
! wB97M-V def2-TZVPD RIJCOSX def2/J DEFGRID3
* xyz 0 1
H -1.9151 -2.1161 -0.7944
C -1.7033 -0.7096 4.6775
H 2.1193 2.1981 -3.5287
C -0.4868 -0.8047 -1.6918
H 2.8657 -0.6440 -0.8791
O 3.1176 -0.5128 1.6645
Te 1.4698 0.6826 1.8998
H -1.1357 -2.7620 -2.2476
H -1.7944 2.9535 -2.8797
C 0.8206 -1.6395 3.8527
H 0.4867 -3.2877 5.2094
C 0.9386 0.9642 -2.2193
C -0.9716 -2.1686 -1.3409
H 1.7928 3.0042 0.6085
C 0.0729 -2.3616 4.7958
Mo -0.2927 0.9961 -0.3625
C -0.4034 1.3600 -2.5529
C -1.2807 0.2644 -2.2314
C -0.8000 2.6398 -3.2114
H 2.7783 -1.3998 1.4333
H 2.2889 2.5453 -1.7864
O 1.9293 2.1301 0.2109
C 0.2834 -0.4643 3.3330
Cl -0.9210 3.2599 -0.0520
H -0.8303 2.5211 -4.3022
C 2.1703 1.7452 -2.5292
C 2.0633 -1.2282 -1.3453
H -2.6879 -0.3511 4.9839
H -3.2264 -0.5999 -2.0265
H 1.8130 -1.9722 3.5310
Cl -2.3310 -0.0240 0.7918
H 2.4718 -1.7074 -2.2500
H -1.7562 -2.4632 5.9384
H -2.8733 0.0578 -3.6339
C -2.7331 0.2159 -2.5573
H 1.7710 -2.0321 -0.6619
H -0.2457 -2.6991 -0.7208
H -3.2259 1.1571 -2.2934
H 3.0576 1.1063 -2.4613
C -1.1800 -1.8980 5.2037
C -0.9596 0.0271 3.7422
C 0.8836 -0.3685 -1.6653
H -1.3542 0.9503 3.3197
H -0.0863 3.4354 -2.9706
*
```

HOMO level (spin up / spin down) = -0.2909 / -0.2908 Eh
HOMO-LUMO gap (spin up / spin down) = 6.162 / 6.156 eV
LUMO level (spin up / spin down) = -1.75 / -1.76 eV


Here is a structure of composition C25H28CeN4O2S7Sb at a distorted geometry from the OMol25 dataset. Energies are from wB97M-V/def2-TZVPD.

ORCA input file:
```
! wB97M-V def2-TZVPD RIJCOSX def2/J DEFGRID3
* xyz -1 1
H -5.9641 2.3515 2.9155
C -2.7975 -1.7114 -3.2258
N 3.3690 0.1243 1.0755
C -4.0072 1.8296 1.0384
C -2.9573 1.3056 0.3310
C 3.3220 2.1407 2.5370
O 1.4767 -0.7047 -0.7150
Ce 0.1799 0.7962 -2.0614
H -2.5029 2.8803 3.8557
Sb -0.9364 2.8343 -4.7561
S -3.0864 2.4102 -5.4310
N -2.4204 0.2845 -1.8275
H -3.0840 -2.2207 -2.2982
C 3.3199 -1.1361 1.3687
H -4.9101 3.1939 4.0511
C 1.6429 -1.8837 -0.2982
C 2.2868 -5.9582 1.1941
C -0.0063 -2.9076 -1.9546
S 0.2206 0.7162 -4.8073
C 3.3058 2.3065 -1.4236
H 0.6397 -5.0974 -0.7885
H 4.7038 0.4707 2.6072
H -2.5033 0.3100 -3.9125
S 3.0649 1.2608 -2.7440
C 2.5655 -2.1629 0.7556
C -3.8946 2.4217 2.3187
S 4.8108 2.8956 -0.9743
H -0.3829 -3.8823 -2.2884
C -1.5170 1.9198 2.1956
N -0.4139 -1.8628 -2.5488
H 1.8536 2.2176 4.1214
C -3.2538 0.7202 -0.9801
H 3.4556 -3.6340 2.0492
H -4.3188 0.7117 -1.2349
C -0.2792 1.9682 2.8638
S -1.0608 3.2305 -2.3900
C 1.1827 -4.2684 -0.3404
H 4.8876 1.5397 1.1923
H 1.3378 -6.4857 1.3036
C 2.7491 -3.4790 1.2383
H -1.3680 -3.1817 -3.8905
H 3.0354 2.8835 1.7919
O -0.6149 0.8975 0.2845
S 0.2333 4.4078 -5.8784
H 2.2606 0.5869 3.6174
H 2.8998 -6.5322 0.4957
C -2.6492 2.4435 2.8715
N 0.8786 1.5794 2.4202
H -5.3809 3.9673 2.5385
C 4.1712 1.0667 1.8629
H -3.4735 -2.0602 -4.0099
C -5.1009 3.0146 2.9929
H 2.7881 -5.9721 2.1619
H -4.9897 1.7922 0.5745
S 1.8710 2.7310 -0.5441
H -4.0482 0.0588 -3.1611
H 3.9574 2.6441 3.2682
C -1.3869 -2.1193 -3.6248
H 2.8523 0.4769 0.2574
H -0.2752 2.3638 3.8774
C 0.9458 -3.0128 -0.8443
C -2.9909 -0.2072 -3.0835
H -1.0802 -1.5331 -4.4902
C 2.0775 -4.5477 0.7139
C -1.6343 1.3468 0.8884
C 2.0857 1.6044 3.2511
H 3.9441 -1.4297 2.2102
H 0.9141 1.2856 1.4362
*
```

HOMO level (spin up / spin down) = -0.1440 / -0.1440 Eh
energy above the lowest of the compared OMol25 structures with the same formula, charge and spin = 1.2830 eV
HOMO-LUMO gap (spin up / spin down) = 4.693 / 4.691 eV
LUMO level (spin up / spin down) = 0.77 / 0.77 eV


Here is the molecule CH3NO at a distorted geometry from the OMol25 dataset. Energies are from wB97M-V/def2-TZVPD.

ORCA input file:
```
! wB97M-V def2-TZVPD RIJCOSX def2/J DEFGRID3
* xyz 0 1
O -0.7951 1.0714 0.7656
C 0.2309 -0.4693 -0.5360
H 0.5204 -1.1114 0.3600
H -0.2659 0.6280 1.3987
N -0.4418 0.6375 -0.5466
H 0.7515 -0.7562 -1.4416
*
```

HOMO level = -0.3801 Eh
energy above the lowest of the compared OMol25 structures with the same formula, charge and spin = 2.7039 eV
HOMO-LUMO gap = 11.297 eV
LUMO level = 0.95 eV
SMILES string = C=NO